# 1
This record from the OMol25 dataset describes a 2-piece molecular cluster, C4H12N2O overall in a non-equilibrium geometry. The level of theory is the ωB97M-V functional and the def2-TZVPD basis.

Atoms and positions in Å:
C: 0.690 -0.454 -0.393
C: 0.282 1.775 0.199
C: 1.479 -1.193 -1.449
C: 0.757 -1.065 0.997
N: -1.682 0.650 -0.418
N: -2.250 0.499 0.877
O: 1.067 0.906 -0.421
H: -1.956 1.534 -0.831
H: -0.549 -0.305 -0.604
H: -2.629 1.368 1.246
H: -2.991 -0.195 0.840
H: 0.455 2.794 -0.124
H: -0.019 1.550 1.219
H: -0.007 -0.660 1.658
H: 2.524 -1.330 -1.155
H: 1.040 -2.179 -1.605
H: 1.455 -0.651 -2.394
H: 1.747 -0.904 1.440
H: 0.589 -2.139 0.917

Its HOMO energy (spin up / spin down) is -7.6 / -7.6 eV. As for the frontier orbital gap (spin up / spin down): 8.13 / 8.13 eV.

---

# 2
This record from the OMol25 dataset describes an isolated ion of composition C4H12N2O and charge +1 in a non-equilibrium geometry. The level of theory is the ωB97M-V functional and the def2-TZVPD basis.

Atoms and positions in Å:
C: -0.354 -1.022 0.794
C: 1.113 -1.086 0.331
C: 1.881 0.246 0.434
O: 1.860 0.592 1.814
N: -1.120 0.089 0.280
C: -1.134 0.353 -1.154
N: -2.287 1.197 -1.445
H: -0.964 -1.908 0.583
H: -0.317 -0.891 1.872
H: 1.261 -1.554 -0.632
H: 1.608 -1.700 1.095
H: 1.526 0.998 -0.264
H: 2.899 -0.068 0.263
H: 1.905 1.549 1.944
H: -1.073 0.946 0.828
H: -0.240 0.977 -1.283
H: -1.122 -0.604 -1.665
H: -3.122 0.615 -1.330
H: -2.323 1.271 -2.463

As for the spin multiplicity: 2. As for the charge: +1. Its HOMO energy (spin up / spin down) is -14.6 / -14.6 eV. As for the frontier orbital gap (spin up / spin down): 11.55 / 6.76 eV. Its expectation value of S² is 0.754.

---

# 3
This record from the OMol25 dataset describes a 2-piece molecular cluster, C4H12N2O2 overall in a non-equilibrium geometry. The level of theory is the ωB97M-V functional and the def2-TZVPD basis.

Atoms and positions in Å:
C: 1.087 -1.537 1.521
O: 2.029 -0.690 0.989
H: 1.490 0.036 0.408
H: 1.465 -2.562 1.527
H: 0.754 -1.241 2.529
H: 0.150 -1.455 0.870
C: -1.875 0.418 0.564
C: 0.295 0.662 -0.749
C: -0.813 -0.068 -0.379
N: 0.541 1.943 -0.183
N: 0.895 0.443 -2.019
O: -1.146 -1.146 -1.197
H: -2.072 -1.376 -1.082
H: -0.232 2.589 -0.288
H: 1.387 2.361 -0.555
H: 1.906 0.456 -1.952
H: 0.596 -0.443 -2.406
H: -2.283 -0.424 1.125
H: -2.698 0.887 0.014
H: -1.475 1.146 1.262

Its HOMO energy is -7.8 eV. As for the frontier orbital gap: 8.46 eV. The SMILES is CC(O)=C(N)N.CO.

---

Q: Which M values were calculated for the entries above? A: 104.2; 104.2; 120.2, in g/mol.
Q: Which energy above the lowest of the compared OMol25 structures with the same formula, charge and spin values were calculated for the entries above? A: 558.67; 117.71; 299.18, in kJ/mol.
Q: Which electronic energy values were calculated for the entries above? A: -344.17224; -344.01767; -419.53453, in Ha.